216
Properties=species:S:1:pos:R:3:forces:R:3 method="wB97M-V/def2-TZVPD" homo_lumo_gap_ev=8.3699 mol_weight_g_mol=1198.72 total_charge=0 e_tot_ev=-108438.2932 e_lumo_ev=0.4 smiles=COCCNCCOC.COCCNCCOC.COCCNCCOC.COCCNCCOC.COCCNCCOC.COCCNCCOC.COCCNCCOC.COCCNCCOC.COCCNCCOC
C 5.437 -10.755 11.354 -0.425 -1.137 0.173
O 5.563 -9.371 11.253 -0.245 0.841 -0.180
C 6.474 -8.800 12.171 0.434 -1.114 0.862
C 5.889 -8.730 13.572 -1.036 0.368 0.318
N 4.633 -7.972 13.501 1.146 0.394 -0.532
C 3.803 -7.925 14.674 -0.518 -1.025 0.347
C 4.543 -7.526 15.940 0.239 0.952 -0.104
O 3.967 -8.146 17.064 -0.485 0.372 -0.048
C 4.572 -7.724 18.260 1.129 -0.305 0.127
H 6.246 -11.306 10.859 0.059 0.234 -0.117
H 4.484 -11.049 10.912 0.143 0.157 -0.303
H 5.372 -11.163 12.372 0.186 0.457 0.126
H 6.775 -7.798 11.882 -0.186 -0.038 -0.497
H 7.342 -9.473 12.213 0.277 0.375 -0.030
H 6.573 -8.204 14.237 0.265 -0.181 -0.136
H 5.699 -9.730 13.991 0.281 -0.070 -0.010
H 4.186 -8.303 12.657 -0.582 0.203 0.207
H 3.316 -8.896 14.888 0.123 0.042 0.033
H 2.993 -7.207 14.540 -0.016 -0.043 -0.265
H 4.450 -6.433 16.036 0.110 -0.044 0.161
H 5.622 -7.717 15.899 -0.081 -0.284 -0.017
H 5.523 -8.274 18.363 -0.186 -0.108 0.338
H 3.919 -7.921 19.104 -0.071 -0.167 -0.059
H 4.896 -6.675 18.301 -0.536 0.139 -0.369
C 7.998 2.312 18.064 0.904 -0.226 0.266
O 6.623 2.084 18.163 -0.143 0.368 0.401
C 6.182 1.806 19.491 -0.362 -0.825 -1.253
C 4.674 1.646 19.451 0.081 0.416 0.804
N 4.045 2.909 19.159 -0.090 0.503 0.792
C 2.645 2.899 18.805 0.925 -0.847 -0.345
C 2.165 4.269 18.502 0.206 1.096 -0.911
O 2.880 4.756 17.351 -0.338 -0.161 0.516
C 2.490 6.063 16.989 0.388 -0.092 -1.748
H 8.609 1.615 18.664 -0.355 -0.329 -0.128
H 8.348 3.287 18.434 -0.507 0.236 -0.230
H 8.278 2.162 17.026 0.055 0.172 -0.028
H 6.475 2.600 20.183 0.077 -0.052 0.100
H 6.596 0.822 19.749 0.216 0.255 0.478
H 4.406 1.343 20.474 -0.204 -0.109 -0.135
H 4.362 0.823 18.790 0.236 0.114 -0.228
H 4.593 3.548 18.605 -0.025 -0.310 -0.385
H 2.049 2.447 19.602 0.008 0.071 0.086
H 2.528 2.275 17.900 -0.446 0.062 0.048
H 2.410 5.013 19.266 -0.427 -0.410 0.580
H 1.095 4.254 18.268 -0.058 0.082 0.217
H 3.391 6.634 16.748 0.000 0.155 0.493
H 1.835 6.611 17.665 0.151 -0.236 0.399
H 1.989 6.000 16.010 -0.305 0.037 0.260
C 5.246 -0.054 23.056 -0.055 -1.279 0.292
O 3.920 0.082 22.624 0.090 0.837 -0.966
C 3.100 -1.060 22.682 -0.140 0.700 2.349
C 2.067 -1.137 21.583 1.200 -2.116 -0.993
N 0.840 -1.737 22.102 -0.009 0.023 -0.263
C -0.030 -2.224 21.020 0.613 0.632 0.258
C -1.201 -2.940 21.636 -0.390 0.097 0.079
O -0.757 -4.101 22.319 0.130 0.063 -0.011
C -0.946 -5.319 21.661 -0.743 -0.680 -0.268
H 5.802 -0.728 22.391 0.071 0.194 -0.086
H 5.282 -0.538 24.045 0.051 0.256 0.059
H 5.738 0.913 23.107 -0.179 0.146 -0.105
H 2.591 -0.980 23.661 -0.387 -0.041 -0.220
H 3.674 -1.979 22.832 0.160 0.083 -0.720
H 2.517 -1.898 20.905 -0.146 0.331 -0.340
H 1.992 -0.271 20.930 -0.485 0.500 0.651
H 1.159 -2.599 22.543 -0.187 0.191 0.413
H 0.543 -2.898 20.364 -0.226 -0.052 -0.132
H -0.315 -1.348 20.432 -0.303 -0.153 -0.062
H -1.982 -3.149 20.895 0.168 -0.312 -0.039
H -1.676 -2.330 22.407 0.174 0.248 -0.099
H -0.271 -5.552 20.828 0.300 0.364 0.171
H -1.961 -5.392 21.241 0.032 0.106 0.104
H -0.867 -6.105 22.412 0.182 -0.003 -0.041
C 9.589 -7.450 21.412 0.447 0.249 -0.745
O 8.476 -6.684 21.789 -0.399 -0.642 0.208
C 7.756 -6.143 20.687 -0.060 0.683 1.107
C 8.469 -4.902 20.168 0.076 -0.362 -0.883
N 7.956 -3.676 20.712 -0.638 0.641 -0.259
C 8.934 -2.608 20.694 0.638 -0.268 0.422
C 8.507 -1.437 21.548 -1.939 -0.445 -0.098
O 9.579 -0.664 21.962 0.299 0.282 0.097
C 9.167 0.398 22.820 0.102 -0.779 -0.876
H 9.388 -8.073 20.529 -0.161 -0.129 0.164
H 9.918 -8.091 22.226 -0.223 0.076 0.170
H 10.427 -6.800 21.117 0.059 -0.074 0.154
H 6.805 -5.817 21.121 -0.020 -0.055 -0.088
H 7.496 -6.910 19.950 0.460 -0.004 -0.170
H 8.416 -4.906 19.072 -0.005 0.298 0.028
H 9.544 -4.954 20.398 -0.001 -0.376 0.038
H 7.491 -3.763 21.608 0.432 -0.282 0.161
H 9.134 -2.307 19.664 -0.006 0.021 0.007
H 9.897 -2.971 21.105 -0.011 0.092 -0.072
H 7.902 -1.801 22.404 0.574 -0.239 0.217
H 7.710 -0.879 21.015 0.562 0.420 -0.211
H 10.086 0.907 23.089 -0.154 0.244 0.219
H 8.649 -0.026 23.687 0.045 0.218 0.140
H 8.486 1.037 22.247 0.018 0.283 0.290
C 12.710 -7.570 23.584 0.339 0.760 0.307
O 13.744 -8.165 24.346 -0.566 -0.308 0.049
C 14.704 -7.212 24.740 0.782 -0.132 0.179
C 15.964 -7.946 25.118 0.918 -0.382 -0.282
N 15.762 -8.881 26.212 -0.026 0.057 -0.442
C 16.936 -9.703 26.441 0.080 -0.500 -0.120
C 16.621 -10.734 27.495 -0.575 1.132 1.307
O 15.775 -11.733 26.996 0.240 -0.215 -0.297
C 15.469 -12.696 27.981 0.678 -0.242 -0.687
H 12.384 -6.625 24.039 0.223 0.091 -0.086
H 11.799 -8.160 23.556 0.340 -0.540 -0.093
H 13.137 -7.375 22.595 -0.549 0.092 -0.227
H 14.331 -6.646 25.600 -0.061 0.248 -0.173
H 15.003 -6.568 23.903 -0.451 0.256 0.067
H 16.805 -7.286 25.365 -0.505 0.439 0.407
H 16.392 -8.398 24.198 -0.509 -0.445 0.086
H 15.000 -9.505 25.962 -0.069 0.086 0.022
H 17.762 -9.079 26.786 -0.006 0.061 0.016
H 17.263 -10.225 25.527 0.086 0.084 -0.018
H 16.056 -10.180 28.270 0.075 -0.048 -0.003
H 17.495 -11.095 28.054 0.171 -0.455 -0.604
H 14.937 -13.489 27.460 -0.426 0.101 0.273
H 14.925 -12.251 28.816 -0.152 -0.156 0.047
H 16.406 -13.156 28.323 -0.092 0.108 0.331
C 13.533 6.490 31.019 0.913 0.976 0.296
O 12.751 5.461 30.523 -0.713 -0.094 -0.374
C 12.660 4.359 31.379 0.426 -0.198 0.971
C 11.761 3.285 30.825 0.298 -0.810 -0.556
N 12.365 2.382 29.827 0.117 0.466 0.134
C 12.456 2.885 28.476 0.568 0.108 -1.193
C 11.115 3.185 27.850 -0.423 0.659 0.296
O 11.288 3.366 26.457 0.162 -0.725 0.195
C 10.216 2.900 25.688 -0.703 0.576 -0.431
H 13.312 6.786 32.054 -0.171 -0.408 0.035
H 13.386 7.404 30.441 -0.183 -0.252 -0.294
H 14.606 6.256 30.958 -0.076 -0.117 0.100
H 12.299 4.641 32.383 -0.198 0.305 -0.210
H 13.667 3.953 31.593 -0.038 -0.087 -0.273
H 10.872 3.733 30.382 -0.075 0.012 0.205
H 11.461 2.605 31.624 -0.166 0.369 0.271
H 13.307 2.163 30.130 -0.097 -0.180 0.105
H 12.954 2.136 27.850 -0.261 -0.270 0.163
H 13.085 3.772 28.293 -0.098 0.119 0.562
H 10.724 4.127 28.263 -0.055 -0.077 -0.009
H 10.367 2.419 28.088 0.191 -0.238 -0.162
H 9.806 1.917 25.950 0.523 -0.145 0.227
H 10.550 2.887 24.652 -0.037 -0.048 -0.005
H 9.354 3.583 25.758 0.096 0.063 -0.056
C 0.971 -3.644 25.415 -0.156 0.074 -0.457
O 1.962 -4.655 25.360 -0.095 0.092 -0.022
C 2.738 -4.738 26.523 0.041 -0.292 0.750
C 3.679 -5.941 26.407 -0.620 0.643 -0.304
N 4.589 -5.945 25.291 0.725 -0.934 0.510
C 5.839 -5.230 25.499 -1.048 1.256 -0.874
C 6.746 -5.180 24.271 -0.452 -1.097 -0.069
O 6.443 -4.118 23.389 0.819 0.745 -0.523
C 5.184 -4.107 22.750 -0.132 -0.602 0.890
H 0.100 -4.003 24.863 -0.050 -0.032 0.173
H 1.286 -2.729 24.903 0.242 0.030 0.132
H 0.705 -3.386 26.442 -0.089 -0.127 0.027
H 2.125 -4.974 27.411 -0.265 0.146 -0.202
H 3.211 -3.777 26.774 0.323 -0.065 -0.351
H 3.011 -6.802 26.321 0.145 -0.116 0.126
H 4.205 -5.984 27.364 0.250 -0.303 -0.154
H 4.128 -5.826 24.406 0.019 0.269 -0.023
H 6.327 -5.622 26.388 0.152 -0.073 -0.074
H 5.605 -4.156 25.647 0.339 -0.049 0.562
H 6.696 -6.120 23.703 -0.007 -0.040 0.181
H 7.778 -5.063 24.595 0.037 0.292 -0.167
H 4.464 -3.799 23.514 -0.450 -0.075 -0.401
H 4.921 -5.100 22.356 -0.028 0.004 0.106
H 5.183 -3.418 21.908 0.273 0.171 0.110
C 10.278 0.231 15.044 0.407 -0.178 -0.309
O 9.439 -0.064 16.134 -0.249 -0.593 -0.164
C 9.961 -1.112 16.953 0.582 1.119 -0.096
C 10.083 -2.470 16.281 -0.551 0.062 0.325
N 10.350 -3.489 17.304 0.702 -0.107 -0.505
C 11.766 -3.454 17.701 -0.084 1.028 0.634
C 12.106 -4.700 18.470 0.329 -0.818 -0.695
O 12.074 -5.777 17.520 0.312 0.079 0.074
C 11.691 -6.990 18.085 -1.287 -0.999 0.516
H 11.155 0.838 15.312 -0.221 0.149 0.241
H 9.698 0.743 14.279 -0.046 0.129 0.113
H 10.696 -0.672 14.591 -0.181 -0.021 -0.101
H 9.293 -1.213 17.806 -0.081 0.051 -0.028
H 10.921 -0.710 17.310 0.111 -0.504 0.236
H 10.842 -2.511 15.492 -0.003 0.158 -0.030
H 9.099 -2.646 15.837 0.103 -0.239 -0.084
H 10.309 -4.385 16.821 -0.420 -0.031 0.131
H 12.013 -2.593 18.336 -0.531 -0.048 0.173
H 12.412 -3.261 16.830 0.158 -0.668 -0.025
H 11.380 -4.959 19.244 -0.147 0.547 0.077
H 13.093 -4.632 18.940 0.025 -0.018 -0.095
H 12.342 -7.416 18.860 0.398 0.326 -0.185
H 11.518 -7.759 17.330 0.531 0.219 -0.319
H 10.695 -6.934 18.562 0.157 0.380 0.063
C 10.951 -14.091 24.043 -0.956 -0.103 0.039
O 10.392 -12.908 23.509 -0.058 0.504 -0.196
C 10.932 -11.699 24.046 1.142 -1.232 0.333
C 12.446 -11.588 23.795 -0.420 -0.123 -0.367
N 12.808 -11.587 22.399 0.048 -0.014 0.011
C 12.571 -10.353 21.659 1.285 -0.360 0.748
C 12.520 -10.582 20.164 0.025 1.414 -0.454
O 11.215 -10.667 19.619 0.330 -0.611 -0.181
C 10.456 -11.746 20.135 -0.529 0.417 -0.242
H 11.651 -14.504 23.316 0.286 -0.226 0.329
H 10.115 -14.779 24.205 0.117 -0.149 -0.387
H 11.365 -13.985 25.051 0.417 0.326 -0.209
H 10.821 -11.818 25.133 -0.397 0.915 0.032
H 10.432 -10.863 23.566 -0.446 -0.009 0.340
H 12.927 -12.435 24.288 0.170 0.108 0.045
H 12.826 -10.667 24.247 0.013 -0.046 0.111
H 12.593 -12.438 21.904 -0.385 0.074 0.029
H 13.447 -9.743 21.927 -0.029 0.187 -0.497
H 11.752 -9.719 22.023 -0.506 -0.490 -0.296
H 13.187 -11.381 19.821 -0.267 -0.387 0.304
H 12.935 -9.684 19.692 -0.076 -0.043 -0.008
H 9.580 -11.853 19.493 -0.065 0.192 0.092
H 10.134 -11.480 21.143 -0.037 -0.506 0.133
H 10.950 -12.722 20.095 0.384 0.153 0.219